{"formula": "C2HClF3N", "method": "ωB97M-V with the def2-TZVPD basis set", "lumo_energy_ev": [-3.09, -3.09], "e_homo_ev": [-9.67, -9.67], "max_force_ha_per_bohr": 0.064, "multiplicity": 1, "total_energy_ha": -891.0205, "symbols": ["N", "F", "C", "H", "C", "Cl", "F", "F"], "coordinates": [[-0.001203, 0.354216, -1.914760], [-0.639673, -0.581057, 2.163273], [-0.414345, -0.291917, 0.820459], [0.126820, 0.598576, -2.866922], [0.566093, 0.901637, 0.981521], [1.945762, 0.600579, 0.276473], [0.031137, -1.408680, 0.269328], [-1.614592, -0.173353, 0.270628]], "forces_ev_per_a": [[-0.1, -0.3, 1.6], [0.3, 0.1, -0.7], [-0.8, -1.3, 1.6], [0.2, 0.5, -1.9], [-3.2, 0.7, 0.4], [2.5, -0.6, -1.0], [1.2, -0.7, -0.1], [-0.1, 1.6, 0.1]], "nbo_charge": [-0.2487, -0.3336, 0.8437, 0.2355, -0.1010, 0.2234, -0.3205, -0.2989]}


{"formula": "C2HClF2O2", "method": "ωB97M-V with the def2-TZVPD basis set", "lumo_energy_ev": -0.16, "e_homo_ev": -8.86, "smiles": "O=C=C(F)Cl.OF", "max_force_ha_per_bohr": 0.072, "multiplicity": 1, "total_energy_ha": -887.0004, "symbols": ["Cl", "H", "F", "O", "C", "O", "C", "F"], "coordinates": [[-0.311971, -0.037778, 1.913245], [-0.934060, 2.695269, -1.207313], [0.067353, 1.071494, -1.258088], [-0.699561, 1.965611, -0.615016], [-0.095569, -1.300096, 0.793283], [2.036931, -0.969113, -0.369233], [1.008979, -1.223020, 0.101442], [-1.072101, -2.202369, 0.641679]], "forces_ev_per_a": [[-0.3, 0.1, 0.4], [0.5, -0.4, -0.9], [1.4, -1.1, -1.9], [-2.0, 1.7, 2.7], [-0.3, -0.1, 0.1], [0.2, -0.4, -0.4], [0.3, 0.2, 0.1], [0.1, 0.0, 0.0]], "nbo_charge": [0.0590, 0.4577, -0.1342, -0.3215, 0.0329, -0.4039, 0.6028, -0.2928]}


{"formula": "C9H8HgO6", "method": "ωB97M-V with the def2-TZVPD basis set", "lumo_energy_ev": -9.72, "e_homo_ev": -17.72, "total_charge": 2, "max_force_ha_per_bohr": 0.072, "multiplicity": 1, "total_energy_ha": -951.8829, "symbols": ["H", "Hg", "C", "O", "C", "C", "H", "O", "O", "O", "O", "C", "O", "H", "C", "H", "C", "C", "H", "C", "H", "H", "C", "H"], "coordinates": [[0.666992, 1.967618, 0.818512], [-1.509479, 0.120648, -1.091235], [2.141595, -0.949056, 1.540309], [-4.549845, 0.337345, -3.244496], [-3.625002, 0.270893, -2.589533], [-2.412479, -1.999355, 0.278944], [0.763448, -2.050945, 0.198754], [0.268231, -2.218980, -3.523767], [0.139054, 3.115283, -2.786788], [-2.993952, 2.442110, 1.552290], [-2.840473, -2.888761, 0.818188], [-0.222319, -1.516233, -2.782361], [0.463417, -0.008394, 0.273926], [2.584495, 1.013487, 2.572364], [2.214119, 0.596163, 1.630641], [0.120836, 0.952253, 2.110659], [0.809650, 0.979223, 1.259744], [-0.318733, 2.217203, -2.251040], [1.976717, -1.137357, -0.627885], [1.355323, -1.136120, 0.273081], [3.094656, -1.485643, 1.584532], [1.521060, -1.299021, 2.375454], [-2.523839, 1.737655, 0.783797], [2.876528, 0.939985, 0.825910]], "forces_ev_per_a": [[0.4, 0.0, -0.2], [0.5, -0.1, 0.4], [-0.2, 0.2, 1.0], [2.4, -0.2, 1.7], [-1.9, 0.1, -1.4], [-0.5, -0.9, 0.4], [-0.1, 0.0, 0.4], [-1.0, 1.6, 1.7], [-1.3, -2.7, 1.7], [1.6, -2.3, -2.5], [0.6, 1.2, -0.7], [0.8, -1.4, -1.5], [-1.9, 0.2, -1.4], [-0.3, -0.3, -0.1], [0.9, -0.2, -0.5], [0.0, -0.4, 0.0], [-0.2, 0.7, 0.7], [1.1, 2.5, -1.5], [0.1, 0.4, 0.1], [0.5, -0.8, -0.4], [-0.2, 0.3, -0.2], [0.2, -0.1, 0.0], [-1.5, 2.1, 2.2], [0.0, 0.1, 0.2]], "nbo_charge": [0.1955, 1.3190, -0.4307, -0.3155, 0.4570, 0.4496, 0.1910, -0.3393, -0.3407, -0.3410, -0.3367, 0.4487, -0.6471, 0.2695, -0.4302, 0.1895, -0.0716, 0.4517, 0.1938, -0.0717, 0.2697, 0.2196, 0.4491, 0.2210]}